Record 1
Density functional theory data (ωB97M-V with the def2-TZVPD basis set) for a molecular structure, C17H32BrNP2S3V at a distorted geometry.

The orbital gap (alpha / beta) is 9.006 / 9.016 eV. The net charge is +2. The LUMO energy (alpha / beta) comes out at -5.58 / -5.80 eV. The multiplicity is 4.

Geometry as XYZ:
```
57
Properties=species:S:1:pos:R:3:forces:R:3:lowdin_spin:R:1
N 0.1703 -2.2047 -0.5836 -0.14 -0.38 -0.17 0.02
Br -2.3524 -3.0007 0.2718 -0.06 -0.03 -0.20 0.01
P -2.5490 0.5568 -0.2542 -1.01 0.13 -0.02 0.03
H -4.1062 2.3723 -0.3004 0.00 0.05 0.00 0.00
H 0.5063 0.1266 -1.7135 0.38 -0.14 -1.16 0.01
H -4.1787 0.7872 1.5171 -0.05 -0.05 0.00 0.00
H 0.9608 3.0016 -2.3952 0.02 -0.01 0.01 0.00
C 3.3742 1.2226 -2.2899 -0.22 -0.20 -0.14 0.00
C 0.3984 0.7071 3.3444 -0.06 -0.12 -0.08 0.01
C -3.7249 -0.1070 -1.4940 0.11 -0.10 0.16 0.01
H 1.4047 0.2905 3.4032 0.01 0.04 0.02 0.00
H -4.6978 -0.2445 -1.0202 -0.03 0.03 -0.06 0.00
C 3.7357 0.3475 -1.1007 -0.21 0.08 0.06 0.00
H 3.7380 2.2530 0.8582 0.02 0.01 0.05 0.00
H -3.6220 -0.8744 1.4001 -0.02 -0.01 -0.01 0.00
H 3.1378 2.2428 -1.9967 0.06 0.04 -0.01 0.00
H -2.1423 1.5009 2.6457 -0.01 0.01 0.05 0.00
H -2.6038 2.9026 0.4840 0.00 0.02 0.01 0.00
H -3.8334 0.6144 -2.3030 0.02 0.00 -0.02 0.00
C 1.7904 3.0042 0.2889 -0.19 -0.13 0.02 0.00
C -2.2970 0.4256 2.5259 0.04 -0.11 -0.16 0.01
H 1.9923 -1.6207 -1.3777 -0.04 0.10 0.01 0.00
H -1.5031 -2.5009 2.7714 0.08 0.02 0.08 0.00
H 1.3503 -5.8296 -1.3749 -0.03 -0.01 0.00 0.00
H -0.2100 0.5356 -3.2692 -0.07 -0.03 0.07 0.00
S 2.0958 0.5841 -3.4150 0.00 0.06 0.19 0.00
H -0.7447 -1.7118 4.1694 0.00 -0.02 0.01 0.00
H -0.7388 2.5973 -2.3837 0.01 0.01 -0.04 0.00
C 1.8330 -3.7315 -1.4355 0.03 -0.02 -0.02 0.00
H 1.5826 3.8156 0.9857 0.07 0.03 0.00 0.00
H 0.2632 -2.4573 2.9155 0.00 0.00 -0.01 0.00
C 0.2390 2.2708 -2.0343 -0.05 -0.02 0.12 0.01
C 1.3729 -2.4686 -1.1343 0.10 -0.12 -0.12 0.01
H 3.8965 -0.6828 -1.4145 0.04 -0.01 0.02 0.00
H 2.2396 3.4470 -0.5957 0.01 0.03 -0.01 0.00
V -0.1499 -0.0700 -0.0863 0.80 -0.07 0.04 2.77
C -3.2932 0.1617 1.3927 0.15 0.01 -0.04 0.01
H 4.2478 1.2764 -2.9430 0.02 0.07 0.01 0.00
H 4.6617 0.7007 -0.6452 0.03 -0.05 0.00 0.00
P -0.6286 -0.3036 2.2193 -0.34 0.05 1.48 0.04
H -3.3978 -1.0565 -1.9076 0.01 -0.05 0.01 0.00
H 2.4688 1.8760 2.0059 0.01 0.01 0.01 0.00
C -0.6567 -1.9016 3.0995 0.02 0.06 -0.05 0.01
H -0.0437 0.6991 4.3410 0.04 0.02 0.03 0.00
H -0.9261 -5.3858 -0.4295 0.01 0.00 0.00 0.00
C 1.0210 -4.8213 -1.1645 -0.03 0.09 0.02 0.01
S 2.5410 0.2800 0.2856 0.14 -0.08 0.10 0.01
C -0.2344 -4.5822 -0.6356 -0.02 -0.05 -0.01 0.00
C -3.0172 2.3303 -0.3429 0.05 -0.13 -0.04 0.00
S 0.1451 2.3843 -0.2094 0.13 0.69 -0.04 0.01
H -2.6995 2.7833 -1.2812 0.02 0.03 0.01 0.00
H 2.8091 -3.8565 -1.8823 0.00 0.03 0.01 0.00
H 0.4409 1.7369 2.9899 0.02 0.02 0.03 0.00
H -2.6795 0.0365 3.4711 0.00 0.10 0.05 0.00
C -0.6098 -3.2749 -0.3816 0.05 0.10 0.08 0.01
C 0.5321 0.8525 -2.5374 0.27 0.16 -0.23 0.01
C 2.6910 1.9632 0.9460 -0.12 -0.16 -0.14 0.00
```
Positions in Å, forces in eV/Å.

---

Record 2
Density functional theory data (ωB97M-V with the def2-TZVPD basis set) for a molecular structure, C33H32B2F4HfN8OPS4 at a distorted geometry.

The orbital gap is 7.493 eV. The net charge is +1. The LUMO energy comes out at -2.50 eV. The multiplicity is 1. The value obtained for the relative energy (zero: lowest compared OMol25 entry of this formula, charge and spin) is 1.452 eV.

Geometry as XYZ:
```
86
Properties=species:S:1:pos:R:3:forces:R:3:mulliken_charge:R:1
C -3.3770 -0.3271 -0.2996 -0.65 1.13 -0.65 -0.64
H -6.0187 2.6443 0.1258 -0.05 -0.58 0.19 0.39
C -0.2233 1.6413 4.0991 0.68 -0.55 -2.23 -0.59
H 4.4814 -2.3410 -0.3951 1.42 -1.00 -0.01 -0.19
H -4.4069 -3.8127 -0.9003 -0.31 0.61 1.03 0.31
Hf 0.6551 1.8404 -0.3562 -0.21 -0.90 -0.57 0.35
C 2.3872 -0.2951 -2.1645 -1.15 -1.39 1.24 -0.64
H 4.1986 -0.7514 4.1280 0.31 -0.12 1.88 0.56
C -1.4361 -3.6867 1.0970 -0.87 0.53 -0.43 -0.80
C 3.6323 0.5313 1.2326 -0.58 -1.34 0.06 0.07
H -3.3592 -1.1054 2.1196 -0.52 0.16 0.26 0.49
S 0.1239 -0.0257 4.1813 -0.01 -0.77 0.42 -0.30
N 3.7755 0.6067 2.5812 0.35 2.12 0.61 0.27
H 4.8203 2.3042 3.0807 0.81 0.79 -0.51 0.42
C -5.3458 1.7862 0.0359 -0.11 0.72 -0.81 -0.66
C -3.2205 -4.7977 -3.7979 1.27 -1.91 -1.04 -0.29
H 1.5197 1.8566 -4.0725 0.10 -0.79 -0.19 0.12
C -2.2867 -2.5518 1.0302 0.98 -0.78 -0.01 0.18
N 2.6616 0.2466 -3.3207 1.91 0.50 -0.63 0.49
N 0.3686 1.0698 1.8752 0.04 0.39 0.45 1.12
F 3.1612 4.7294 -4.3622 0.11 -0.16 -0.24 -0.23
C 0.0226 4.8684 0.5795 -0.40 1.27 0.56 0.32
F 5.0458 5.0611 -3.1218 2.40 -0.57 -0.02 -0.15
H -1.4240 -4.2472 -4.7502 0.11 0.51 0.40 0.36
N 0.6565 -1.3040 1.9218 1.24 2.62 -2.63 0.77
H -6.7430 0.1530 0.1601 -0.52 -0.01 -0.20 0.42
H -1.9052 -4.6104 4.2558 -0.18 0.14 0.66 0.44
H -4.9447 -5.2911 -2.6729 0.51 -0.16 0.42 0.33
F 3.1365 5.9511 -2.4612 -0.57 0.38 0.33 -0.20
H -1.0287 -2.4087 -3.2248 0.47 0.58 0.66 0.28
N 3.7229 -0.7909 0.9482 -0.53 0.11 0.59 0.37
H 0.3322 -2.1510 2.2788 -0.62 -1.27 0.93 0.16
C -2.6940 -2.8545 -1.8491 0.30 -0.17 -0.07 0.42
C -5.7434 0.4696 -0.0494 1.76 -1.41 0.29 -0.86
H 4.1076 -2.5445 2.1167 -0.17 -0.60 -0.02 0.60
C -3.0201 1.0555 -0.2738 0.70 -0.76 -0.84 0.31
N 3.4703 -0.8947 -1.6520 0.05 0.32 0.60 0.36
H 4.4419 0.4857 -4.4499 0.18 -0.13 0.39 0.49
C 4.0241 0.0964 -3.5279 0.09 0.24 -0.93 -0.46
H 0.4892 4.6248 -1.3683 0.15 0.79 0.41 0.16
C -3.9880 -4.7625 -2.6804 -1.23 1.90 0.47 -0.89
H -0.4338 2.2623 4.9089 -0.35 0.65 1.16 0.61
C -2.8892 -2.0684 2.1852 0.09 -0.64 0.20 -0.26
C -2.8333 -2.8131 3.3832 1.80 -0.77 -0.88 -1.00
H -0.0304 6.2129 -0.9249 0.31 -0.45 -0.03 0.29
H -0.9502 -3.9615 0.1629 0.16 -0.28 0.25 0.37
C -0.8433 4.4620 2.9037 -0.58 -0.68 0.87 -0.16
N 0.4393 5.3551 -0.6339 -0.79 -0.60 0.10 -0.32
C -1.8545 -3.0402 -2.9717 0.35 0.20 -0.15 -0.11
C -0.1511 3.4143 2.3209 -1.45 0.86 0.54 -0.46
S 3.2744 1.8782 0.1457 0.13 -0.49 0.60 -0.45
H 3.0780 2.4919 3.0632 -0.30 0.38 0.59 0.22
C -1.2897 -4.3993 2.2648 -0.89 0.98 0.22 -0.71
C -0.0247 2.0295 2.8160 0.30 1.23 -0.19 -0.40
H 2.5630 -2.4231 -0.1108 0.09 0.39 -0.24 -0.05
C -2.0547 -4.0451 -3.8824 -0.90 -0.09 -0.63 -0.71
C -1.5386 1.4314 -0.4764 -2.24 -1.25 1.10 1.11
C 0.4456 -0.0971 2.4775 -0.64 -1.36 0.74 0.05
H -0.6793 -5.2779 2.2619 0.25 -0.35 0.29 0.49
H 0.8506 -1.2719 0.8913 -0.27 -0.33 1.10 -0.58
C -4.0173 2.0688 -0.1856 2.06 -1.71 0.53 -0.73
C 3.8995 1.8639 3.3641 0.30 -1.56 0.15 -0.85
C 3.9971 -0.6079 3.1279 -0.66 -0.62 -1.43 -0.38
H 0.8843 0.1701 -4.2327 -0.52 0.12 -0.48 0.24
H 4.0709 1.6114 4.4461 -0.99 0.26 -1.03 0.27
C 3.8840 -1.5078 2.1354 0.85 1.20 -0.97 -0.94
C -1.9994 -3.9628 3.4075 -0.42 0.28 -0.81 -0.41
H 2.2823 0.7128 -5.2565 -0.49 0.03 0.09 0.40
C 4.5344 -0.6144 -2.4984 -0.49 0.40 0.12 -0.68
S 0.7510 -0.4260 -1.5493 0.43 -0.19 0.44 -0.43
C 1.7583 0.7976 -4.2984 0.17 0.68 -0.04 -0.66
H -1.4965 4.5141 3.8930 1.82 -0.15 -2.42 0.28
H -3.2961 -2.4705 4.2913 -0.23 0.06 0.09 0.45
F 1.1988 2.5902 -2.0891 0.01 0.73 0.56 -0.72
P -2.1180 -1.6890 -0.5639 -0.12 1.45 0.30 1.67
C -3.7366 -3.7379 -1.7172 -0.56 -1.99 -1.04 -0.19
S -0.8506 5.7777 1.7716 -0.12 0.48 0.05 -0.19
H 5.5674 -0.8330 -2.2770 -0.24 -0.31 0.04 0.50
B 3.5368 -1.7114 -0.3019 -1.03 0.79 -0.87 0.06
B 3.8081 5.2392 -3.3358 -1.97 0.27 -0.05 0.58
H -3.5891 3.0304 -0.1661 -0.09 1.35 -0.08 0.59
H -3.3498 -5.5685 -4.5812 -0.33 0.55 0.53 0.33
C -4.7511 -0.5513 -0.2401 -0.85 0.77 0.78 0.20
N 0.2815 3.6872 1.0322 0.99 -1.92 -0.10 0.17
O -1.3206 2.5770 -0.8706 0.52 1.73 -0.56 -0.53
H -5.0769 -1.5680 -0.1871 -0.35 -0.51 -0.24 0.35
```
Positions in Å, forces in eV/Å.

---

Let's list E_tot in order: -6116.5476, -4221.5387 hartree.